[1]
A 3-piece molecular cluster, C4H13NOS2 overall at a distorted geometry, computed with ωB97M-V/def2-TZVPD.

```
21
Properties=species:S:1:pos:R:3:forces:R:3
N -1.035551 -2.761171 -1.459102 -0.2 0.5 -1.5
C -0.866192 -1.359022 -1.992840 1.1 -1.3 1.2
C 0.571631 -0.848276 -1.909545 0.5 -1.8 -0.9
S 0.800794 0.836615 -2.096081 0.4 0.1 0.0
S -0.721317 -0.894459 1.390979 1.2 1.3 -0.1
C 0.005827 0.766946 1.690459 -1.6 0.1 2.3
C 0.847085 0.872607 3.002097 -2.8 2.0 0.8
H -1.982113 -3.098969 -1.680675 0.7 0.3 0.2
H -0.911025 -2.829256 -0.450926 -0.1 0.4 -0.3
H -1.113437 -1.207191 -3.022207 -1.0 -0.4 -0.4
H -1.298728 -0.694909 -1.312253 -1.7 1.3 0.5
H 1.230067 -1.308596 -2.694919 -0.2 -0.1 0.9
H 0.916604 -1.337644 -0.955064 0.3 0.6 0.6
H -0.833298 1.520724 1.786968 1.0 -0.9 -1.1
H 0.692347 0.954674 0.848143 -0.3 0.0 -0.5
H 1.486635 0.099043 2.904746 2.6 -2.3 0.6
H 1.300573 1.819565 3.302421 0.6 0.3 -1.5
H 0.265655 0.856708 3.954463 -0.3 -1.2 -0.9
H 0.524820 2.135530 -0.699369 -1.0 2.2 1.7
H -0.131149 3.583980 -0.575006 0.0 0.2 -0.2
O 0.250771 2.893102 -0.032290 0.8 -1.2 -1.3
```
Forces are in eV/Å.

As for the HOMO energy: -8.5 eV. As for the multiplicity: 1. For the energy above the lowest of the compared OMol25 structures with the same formula, charge and spin, the calculation gives 6.435 eV. Its total energy is -29560.948 eV.

[2]
C22H31CaN6PSi2 as an isolated structure, computed with ωB97M-V/def2-TZVPD.

```
63
Properties=species:S:1:pos:R:3:forces:R:3
Ca -0.044056 -0.020179 0.056976 -0.1 0.0 0.2
C 4.230210 3.984830 -1.044624 0.0 0.0 0.1
N 3.232987 3.268069 -0.264031 0.0 0.0 0.0
C 2.915168 3.525090 1.040780 0.0 0.0 0.0
C 1.940462 2.632545 1.389519 0.0 -0.1 -0.1
N 1.658329 1.838487 0.319141 0.1 0.1 -0.1
C 2.446048 2.234774 -0.668968 -0.2 -0.1 0.3
P 2.500345 1.537701 -2.331463 0.0 -0.2 -0.5
C 2.618115 -0.254713 -1.989156 0.1 0.2 0.2
N 1.925927 -0.941906 -1.096478 0.2 -0.1 -0.1
C 2.306021 -2.248997 -1.228416 -0.1 0.1 -0.1
C 3.234948 -2.349211 -2.222437 0.1 0.0 0.1
N 3.436261 -1.079325 -2.692712 0.1 -0.1 -0.1
C 4.358828 -0.720510 -3.760455 -0.1 0.0 0.1
C 0.733983 1.567988 -2.808942 0.1 0.2 0.2
N -0.295237 1.206825 -2.062020 0.0 0.2 -0.2
C -1.411964 1.350516 -2.838533 0.1 -0.2 0.0
C -1.045260 1.792779 -4.075975 0.0 0.1 0.0
N 0.315693 1.941290 -4.045587 0.0 0.0 -0.1
C 1.131013 2.404168 -5.159644 -0.1 0.0 0.1
H 4.685973 4.732632 -0.401734 0.0 0.0 0.0
H 3.768818 4.483807 -1.894374 0.0 0.0 0.0
H 5.002804 3.304433 -1.396491 0.0 0.0 0.0
H 3.404601 4.305842 1.596778 0.0 0.0 0.0
H 1.424258 2.504736 2.326607 0.0 0.0 0.0
H 1.863974 -3.028717 -0.630764 0.0 0.0 0.0
H 3.763247 -3.193416 -2.629705 0.0 0.0 0.0
H 4.882901 -1.621526 -4.066390 0.0 0.0 0.0
H 5.083742 0.009253 -3.406578 0.0 0.0 0.0
H 3.821641 -0.319208 -4.617732 0.0 0.0 0.0
H -2.391500 1.091455 -2.472496 0.0 0.0 0.0
H -1.619143 2.014406 -4.958694 0.0 0.0 0.0
H 0.465183 2.647908 -5.982630 0.0 0.0 0.0
H 1.819342 1.626216 -5.484374 0.0 0.0 0.0
H 1.689010 3.294371 -4.877688 0.0 0.0 0.0
C -1.505649 -4.000819 -0.486646 0.1 0.0 0.0
Si -2.021421 -2.170917 -0.198926 -0.1 -0.1 0.0
C -3.533039 -2.021364 -1.378105 0.0 0.1 -0.1
C -2.882804 -2.273112 1.528937 0.0 0.1 0.1
C -3.886072 -3.244354 1.671741 0.0 0.0 -0.1
C -4.586941 -3.431398 2.849620 0.0 0.0 0.0
C -4.293033 -2.629237 3.944092 0.0 0.0 0.0
C -3.308387 -1.664602 3.828646 0.1 0.1 0.0
C -2.583026 -1.454154 2.645413 0.0 -0.1 -0.1
Si -1.247132 -0.049715 2.696455 -0.2 -0.1 0.4
C -0.242688 -0.528537 4.263421 0.1 0.0 0.0
C -2.265357 1.429477 3.379987 0.0 0.1 -0.1
H -2.356169 -4.688901 -0.447416 0.0 0.0 0.0
H -0.789560 -4.325332 0.275296 0.0 0.0 0.0
H -1.026920 -4.123835 -1.464620 0.0 0.0 0.0
H -4.233788 -2.855436 -1.269950 0.0 0.0 0.0
H -3.212416 -1.993358 -2.425563 0.0 0.0 0.0
H -4.090632 -1.100652 -1.177814 0.0 0.0 0.0
H -4.127507 -3.879962 0.824422 0.0 0.0 0.0
H -5.354692 -4.194358 2.915388 0.0 0.0 0.0
H -4.827778 -2.755790 4.878994 0.0 0.0 0.0
H -3.091349 -1.046087 4.694528 0.0 0.0 0.0
H -0.874816 -0.653079 5.147908 0.0 0.0 0.0
H 0.499047 0.244181 4.495966 0.0 0.0 0.0
H 0.302461 -1.465488 4.114765 0.0 0.0 0.0
H -2.779940 1.191194 4.315782 0.0 0.0 0.0
H -3.023521 1.755282 2.661555 0.0 0.0 0.0
H -1.612450 2.288278 3.573509 0.0 0.0 0.0
```
Forces are in eV/Å.

As for the HOMO energy: -5.1 eV. As for the multiplicity: 1. For the energy above the lowest of the compared OMol25 structures with the same formula, charge and spin, the calculation gives 0.000 eV. Its total energy is -75741.133 eV.

[3]
C28H42NO2SiZn as an isolated structure at a distorted geometry, computed with ωB97M-V/def2-TZVPD.

```
75
Properties=species:S:1:pos:R:3:forces:R:3
O -0.545914 -2.503897 -4.471728 0.0 -3.4 -2.6
C 0.621326 -3.453623 -4.488587 0.2 0.0 1.0
C 0.264758 -4.037600 -5.827766 0.3 0.3 -0.3
H 0.524907 -4.156271 -3.642249 0.1 0.5 -0.3
H 1.560502 -2.882822 -4.451938 -0.3 -0.3 0.2
C -1.014801 -3.197526 -5.784086 -0.6 0.1 -0.7
H 0.120925 -5.123423 -5.827017 0.0 0.4 -0.1
H 0.968860 -3.723637 -6.606737 -0.2 -0.2 0.1
C -2.243004 -4.044267 -5.556239 -0.5 -0.2 0.1
H -2.002305 -4.982344 -5.045327 -0.2 0.4 0.2
H -2.690464 -4.323738 -6.524607 0.3 0.2 0.2
H -3.015546 -3.505723 -4.989534 0.3 -0.1 -0.1
C -1.214823 -2.179029 -6.890131 0.0 0.3 0.0
H -0.319379 -1.566810 -7.055226 -0.2 -0.1 0.1
H -2.065317 -1.522686 -6.658711 0.2 -0.1 0.0
H -1.449127 -2.687217 -7.840242 0.1 0.0 0.4
Zn -0.096947 -1.117765 -3.436270 0.1 3.9 3.5
C 1.619170 1.587099 -1.259031 0.1 -0.9 -0.7
C 1.427929 0.250776 -0.902736 -0.3 -0.4 -0.4
C 1.473314 -0.584379 -2.098112 0.0 1.0 0.3
H 1.305180 -0.113068 0.126421 -0.1 0.2 -0.4
C 1.764655 0.364410 -3.218171 -0.1 0.8 0.4
C 1.805883 1.668668 -2.670884 -0.4 -1.4 0.0
H 1.954140 2.580385 -3.225968 0.0 0.0 -0.1
H 1.663007 2.440338 -0.585138 -0.1 -0.4 -0.1
H 1.755707 -1.633927 -2.060249 0.5 0.0 0.1
H 2.001972 0.114680 -4.247214 0.3 -0.1 0.0
C -1.653502 1.698584 0.296544 -0.1 0.2 -0.4
C -1.955042 1.491706 -1.064287 0.4 -0.2 0.3
C -2.310480 0.114323 -1.227339 0.6 -0.3 -0.2
H -1.845076 2.208657 -1.869130 -0.2 0.0 0.1
C -2.195097 -0.521355 0.036558 0.3 0.5 0.7
C -1.791902 0.470378 0.983321 -0.6 -0.8 -0.8
H -1.659794 0.308640 2.047728 0.1 0.0 -0.2
H -1.347233 2.652187 0.751406 -0.2 -0.6 -0.3
H -2.609562 -0.371714 -2.154469 -0.4 0.1 -0.1
H -2.410933 -1.572642 0.258871 0.0 0.5 0.0
O -2.487241 -5.469418 -2.802943 0.7 -0.1 1.0
C -2.771457 -4.280167 -2.031286 -0.2 -0.3 0.3
C -1.448743 -3.856129 -1.401391 0.3 -0.1 -0.6
H -3.505224 -4.464746 -1.219960 0.1 -0.2 -0.5
H -3.199804 -3.555594 -2.733796 0.1 0.0 0.3
C -0.674664 -5.188716 -1.225804 -0.4 0.2 0.0
H -1.560059 -3.289849 -0.467426 0.1 -0.1 -0.5
H -0.930920 -3.247378 -2.157921 0.0 0.1 0.5
C -1.462432 -6.198064 -2.068315 -0.4 -0.3 -0.2
H -0.693956 -5.492138 -0.178944 0.2 0.1 -0.1
H 0.367255 -5.111229 -1.558267 -0.2 0.0 0.2
H -1.903652 -6.982917 -1.424607 -0.2 0.4 -0.2
H -0.836178 -6.738273 -2.788437 -0.1 0.2 -0.1
C 0.747774 -2.725638 1.325815 0.0 -0.5 -0.1
Si 1.223763 -1.997080 2.997775 -0.3 3.5 0.0
C 0.015939 -2.574945 4.318068 -0.2 -0.6 0.1
C 2.954843 -2.505386 3.503494 0.4 -0.6 0.1
N 1.121534 -0.287963 2.798429 0.0 -2.5 -0.9
C 1.311926 0.864740 3.389859 0.2 0.3 0.6
C 0.971717 2.078697 2.692755 0.1 0.2 0.1
C 1.046739 3.317652 3.304546 0.2 -0.5 0.3
C 1.520035 3.419271 4.626388 0.0 0.3 0.3
C 1.919907 2.265273 5.321094 -0.1 0.1 -0.4
C 1.829105 1.014229 4.731329 -0.2 0.2 -0.4
H 0.543858 -3.802072 1.408856 0.0 0.0 -0.1
H 1.554205 -2.600967 0.591084 0.0 0.0 0.1
H -0.149437 -2.236467 0.921706 0.2 0.1 0.2
H 0.149119 -3.650858 4.507238 -0.2 0.1 0.1
H 0.177729 -2.041201 5.264986 0.0 -0.1 -0.2
H -1.026459 -2.406043 4.013374 0.2 0.0 0.0
H 3.581942 -2.682451 2.619595 0.0 0.0 0.2
H 3.430600 -1.723022 4.110255 -0.2 -0.1 -0.2
H 2.929313 -3.430864 4.095705 0.2 0.0 -0.1
H 0.617179 1.970431 1.664772 0.1 0.0 0.4
H 0.729380 4.209017 2.756431 0.1 -0.2 0.2
H 1.573490 4.394663 5.114516 0.0 -0.2 -0.1
H 2.301755 2.347917 6.341262 -0.1 0.1 -0.2
H 2.127468 0.104987 5.261996 -0.1 0.3 -0.1
```
Forces are in eV/Å.

As for the HOMO energy: -2.1 eV. As for the multiplicity: 1. Its charge is -1. For the energy above the lowest of the compared OMol25 structures with the same formula, charge and spin, the calculation gives 0.543 eV. Its total energy is -91593.073 eV.